(1)
A molecular structure, C31H35PRh, computed with ωB97M-V/def2-TZVPD.

Electronic energy, Ha: -1653.9969
Largest force on an atom, eV Å⁻¹: 0.91
E_LUMO, eV: -3.88
Charge: +1
2S+1: 1

The geometry in XYZ format:
```
68
Properties=species:S:1:pos:R:3:forces:R:3:mulliken_charge:R:1
Rh -0.0791 0.5189 1.3132 0.799 -0.125 0.417 -0.48
C -1.6542 1.8726 2.0815 0.023 0.368 0.023 0.57
C -2.2187 0.6148 1.9881 -0.197 -0.407 0.037 0.80
C -1.3624 -0.3005 2.7502 -0.414 0.201 -0.215 0.47
C -0.3969 0.4724 3.4731 0.078 0.058 -0.097 1.03
C -0.4748 1.7910 2.9590 -0.270 0.002 0.089 0.82
C 0.3877 2.9659 3.2707 -0.012 -0.050 0.059 -1.90
C 0.5288 -0.0607 4.5127 -0.020 0.018 0.027 -1.62
C -1.5755 -1.7730 2.8227 0.030 0.057 0.114 -1.49
C -3.5036 0.2464 1.3284 -0.018 -0.094 -0.044 -1.59
C -2.1752 3.1410 1.5005 0.079 0.011 -0.177 -1.90
H -0.2120 3.7659 3.7088 0.007 0.005 0.023 0.40
H 0.8410 3.3568 2.3579 -0.009 0.016 0.002 0.35
H 1.1863 2.7152 3.9647 0.012 -0.018 -0.010 0.38
H -0.0615 -0.4093 5.3613 0.038 0.003 0.045 0.40
H 1.2127 0.7048 4.8715 0.021 -0.001 -0.006 0.31
H 1.1188 -0.9014 4.1521 0.014 -0.041 -0.030 0.40
H -2.3835 -1.9960 3.5246 -0.007 -0.011 -0.001 0.34
H -0.6805 -2.2908 3.1617 0.025 0.000 0.009 0.36
H -1.8566 -2.1702 1.8466 0.013 -0.004 0.008 0.21
H -4.3257 0.3444 2.0391 -0.023 0.022 0.047 0.37
H -3.4948 -0.7838 0.9729 -0.010 0.081 0.108 0.37
H -3.7150 0.8903 0.4760 -0.048 0.006 0.036 0.41
H -2.7747 3.6704 2.2433 -0.021 0.025 0.020 0.38
H -2.8029 2.9509 0.6309 -0.015 0.014 0.027 0.41
H -1.3654 3.8045 1.1959 -0.002 -0.006 0.027 0.42
C 0.8002 -1.0914 -3.9576 -0.086 -0.170 0.056 -1.74
C 0.1465 0.2373 -3.6903 0.060 0.014 -0.027 1.21
C -0.3475 0.9700 -4.7668 0.019 0.021 0.011 -0.97
C -0.9522 2.2041 -4.5918 0.009 0.001 0.018 -0.75
C -1.0730 2.7456 -3.3208 0.007 -0.021 0.011 -0.81
C -0.5973 2.0297 -2.2366 -0.081 0.001 -0.017 -1.02
C 0.0022 0.7818 -2.4081 -0.024 0.034 0.087 1.40
P 0.5676 -0.0328 -0.8969 -0.403 -0.006 -0.106 1.44
C 0.0372 -1.7763 -0.8940 0.147 0.038 -0.097 1.62
C 0.9783 -2.7610 -0.6039 0.003 -0.061 -0.030 -1.12
C 0.5975 -4.0872 -0.4758 0.003 0.031 0.001 -0.92
C -0.7353 -4.4328 -0.6347 0.000 0.023 0.009 -0.79
C -1.6734 -3.4525 -0.9224 0.006 0.011 0.001 -0.57
C -1.3137 -2.1149 -1.0546 -0.058 -0.018 -0.033 0.63
C -2.3687 -1.0954 -1.3862 0.040 0.043 -0.130 -1.59
C 2.3652 0.0457 -0.8543 0.048 0.192 0.305 0.62
C 3.2032 0.1952 -1.9548 0.001 -0.018 0.069 -1.16
C 4.5570 0.4016 -1.7517 0.049 0.011 0.044 -0.89
C 5.0557 0.4742 -0.4574 0.033 0.013 -0.023 -0.71
C 4.2159 0.3377 0.6392 0.012 -0.052 -0.014 -0.82
C 2.8554 0.1216 0.4589 -0.205 -0.071 -0.192 1.11
C 1.8895 -0.0534 1.6122 0.397 -0.127 -0.293 -1.65
H 1.2310 -1.1023 -4.9577 0.006 -0.012 -0.012 0.51
H 0.0716 -1.9040 -3.9035 -0.021 -0.005 -0.001 0.34
H 1.5918 -1.3279 -3.2467 -0.148 -0.060 -0.070 0.27
H -0.2432 0.5641 -5.7651 0.001 -0.011 -0.018 0.50
H -1.3199 2.7476 -5.4512 -0.015 0.011 -0.020 0.41
H -1.5340 3.7125 -3.1757 -0.007 0.026 -0.004 0.45
H -0.7017 2.4325 -1.2350 0.009 -0.001 0.011 0.29
H 2.0202 -2.4903 -0.4868 0.037 0.017 0.012 0.52
H 1.3391 -4.8421 -0.2571 0.023 -0.036 0.011 0.47
H -1.0472 -5.4635 -0.5361 -0.003 -0.025 -0.003 0.43
H -2.7128 -3.7273 -1.0521 -0.028 -0.015 -0.002 0.46
H -3.3608 -1.4910 -1.1730 0.000 0.003 -0.032 0.53
H -2.3393 -0.8259 -2.4439 0.017 -0.014 -0.029 0.32
H -2.2354 -0.1698 -0.8211 0.049 -0.094 -0.102 0.01
H 2.8043 0.1790 -2.9609 0.085 0.104 0.089 0.33
H 5.2167 0.5293 -2.5983 0.024 0.006 -0.009 0.47
H 6.1106 0.6563 -0.3000 0.013 -0.007 -0.001 0.42
H 4.6241 0.4082 1.6395 -0.012 0.002 0.036 0.52
H 2.2761 0.4506 2.5014 -0.041 0.040 -0.035 0.60
H 1.8360 -1.1233 1.8643 -0.040 0.053 -0.009 0.42
```
Positions in Å, forces in eV/Å.

=====

(2)
A molecular structure, C31H35Zr at a distorted geometry, computed with ωB97M-V/def2-TZVPD.

Electronic energy, Ha: -1249.2662
Largest force on an atom, eV Å⁻¹: 2.23
E_LUMO, eV: 2.14
Charge: -1
2S+1: 1

The geometry in XYZ format:
```
67
Properties=species:S:1:pos:R:3:forces:R:3:mulliken_charge:R:1
C -2.8165 0.1566 -2.4654 0.163 -0.155 -0.376 -1.57
C -3.3017 0.7254 -1.1865 -0.449 0.045 0.816 -0.47
C -3.1704 2.0239 -0.7119 -0.041 -0.897 -0.442 1.15
C -3.8123 2.3611 0.5370 0.072 0.788 0.324 0.68
C -4.6122 1.3634 1.3055 0.042 0.062 0.008 -1.76
C -3.7220 3.6406 1.0323 0.277 -0.240 -0.543 -0.64
C -3.0142 4.6409 0.3780 0.152 0.442 -0.052 0.48
C -2.9267 6.0073 0.9684 -0.012 0.147 0.065 -1.45
C -2.3929 4.3334 -0.8281 -0.389 -0.518 0.391 -0.82
C -2.4460 3.0751 -1.3896 -0.242 0.579 0.730 1.11
C -1.7424 2.8591 -2.6834 0.182 -0.055 -0.368 -1.79
H -3.0759 -0.9017 -2.5592 -0.031 -0.022 0.118 0.30
H -3.2692 0.6617 -3.3207 0.118 -0.151 -0.343 0.43
H -1.7306 0.2244 -2.5520 0.066 -0.206 -0.344 0.17
H -3.8479 0.0432 -0.5558 -0.104 -0.156 0.043 0.18
H -4.9887 1.7829 2.2407 0.045 0.157 -0.012 0.35
H -5.4748 1.0313 0.7268 -0.105 -0.312 -0.139 0.33
H -4.0087 0.4932 1.5636 0.016 -0.335 -0.051 0.21
H -4.2296 3.8874 1.9480 -0.205 0.043 0.456 0.27
H -2.3447 6.6758 0.3303 0.005 0.047 0.019 0.33
H -3.9207 6.4423 1.0927 -0.079 0.237 0.104 0.29
H -2.4502 5.9802 1.9515 0.047 0.189 0.148 0.28
H -1.8615 5.1176 -1.3379 0.283 0.289 -0.270 0.19
H -1.2599 3.7724 -3.0325 -0.017 0.193 0.098 0.33
H -0.9565 2.1108 -2.5818 0.007 -0.096 -0.222 0.18
H -2.4419 2.5515 -3.4610 0.220 -0.116 -0.129 0.27
C -0.0957 -0.9125 -0.2717 0.981 -0.600 0.557 -1.36
Zr 1.9833 -1.7509 0.4070 -1.073 0.459 -1.900 0.49
C 2.5617 -1.9680 -1.8513 0.016 0.167 0.839 -1.43
C 2.9469 -3.8871 1.1068 -1.505 -0.599 0.179 -0.19
C 2.1832 -3.3995 2.2280 -1.143 -0.455 -0.930 -0.89
C 0.7529 -3.4018 1.8465 1.689 -1.263 -0.732 1.06
C -0.4419 -3.1479 2.5608 -0.494 -0.014 -0.671 -1.02
C -1.6608 -3.4065 1.9541 0.954 0.514 1.009 -0.63
C -1.7379 -3.9238 0.6620 0.848 -0.509 -1.226 -0.48
C -0.6006 -4.1963 -0.0844 -0.395 0.426 0.618 -0.85
C 0.6725 -3.9178 0.4667 1.583 -0.508 1.115 0.91
C 2.0567 -4.2029 0.0197 -0.757 0.334 1.057 -1.34
C 2.2692 -0.1551 2.2366 1.150 0.811 -0.929 -0.07
C 3.5341 -0.8310 2.0968 0.076 0.866 -1.300 -1.02
C 4.1109 -0.4593 0.7868 -1.371 1.065 1.392 1.01
C 5.3645 -0.7024 0.1785 -0.177 0.269 -0.806 -0.95
C 5.6731 -0.0700 -1.0159 0.130 -0.938 1.128 -0.56
C 4.7845 0.8172 -1.6218 -1.412 0.658 0.088 -0.49
C 3.5480 1.1077 -1.0623 0.661 -0.489 -0.131 -1.00
C 3.1643 0.4692 0.1412 -0.107 -0.203 2.007 0.86
C 2.0150 0.6376 1.0616 1.158 -0.450 -0.108 -1.33
H -0.6671 -0.5931 0.5956 -0.266 0.158 0.056 0.50
H 0.0555 -0.0557 -0.9216 -0.004 0.198 -0.078 0.40
H -0.6720 -1.6590 -0.8090 -0.083 -0.021 -0.080 0.50
H 3.5248 -2.4657 -1.9241 0.305 -0.148 -0.163 0.33
H 1.8208 -2.5671 -2.3729 -0.175 -0.157 -0.050 0.47
H 2.6344 -1.0032 -2.3435 -0.011 0.103 -0.077 0.43
H 4.0307 -4.0375 1.0952 -0.477 0.235 -0.040 0.43
H 2.5812 -3.1151 3.2035 -0.252 -0.117 -0.478 0.66
H -0.3876 -2.7723 3.5657 -0.072 0.095 0.308 0.45
H -2.5724 -3.2090 2.4972 -0.072 0.033 0.065 0.39
H -2.7071 -4.1286 0.2346 -0.092 -0.007 -0.067 0.40
H -0.6725 -4.6220 -1.0699 -0.074 -0.039 -0.235 0.41
H 2.3432 -4.6208 -0.9479 -0.142 0.296 0.454 0.50
H 1.6182 -0.2024 3.1144 0.207 -0.099 -0.468 0.44
H 4.0070 -1.4790 2.8357 -0.189 0.306 -0.383 0.65
H 6.0696 -1.3562 0.6564 0.267 -0.198 0.110 0.45
H 6.6278 -0.2615 -1.4834 0.102 -0.014 0.000 0.37
H 5.0664 1.2924 -2.5501 0.002 0.082 -0.044 0.38
H 2.8817 1.8126 -1.5270 -0.151 0.152 -0.146 0.47
H 1.1517 1.2846 0.8962 0.344 -0.359 0.028 0.63
```
Positions in Å, forces in eV/Å.

=====

(3)
A molecular structure, C31H36BN8ORhS2, computed with ωB97M-V/def2-TZVPD.

Electronic energy, Ha: -2648.0101
<S²>: 6.076
Largest force on an atom, eV Å⁻¹: 0.29
E_LUMO (spin up / spin down), eV: -0.25 / -2.35
Charge: 0
2S+1: 5

The geometry in XYZ format:
```
80
Properties=species:S:1:pos:R:3:forces:R:3:mulliken_charge:R:1
Rh -0.3979 -0.2214 0.5394 0.120 0.132 0.024 -0.14
C -1.5927 -1.5103 3.7871 -0.007 -0.010 0.019 -1.29
C -0.4245 -0.5832 3.8257 0.021 0.018 0.012 0.36
C 0.3441 -0.1808 4.9283 -0.066 -0.038 0.022 -1.63
C 1.3261 0.6428 4.4159 -0.007 0.008 -0.028 1.08
C 2.4190 1.3601 5.1372 0.009 -0.002 -0.002 -1.25
N 1.1394 0.7188 3.0836 0.035 -0.010 -0.045 -0.03
N 0.0657 -0.0268 2.7271 0.044 0.058 0.061 1.43
B 2.0002 1.4473 2.0255 0.068 0.041 0.034 -0.77
N 2.6276 0.4353 1.0354 -0.022 -0.044 0.092 0.51
N 1.8617 -0.2383 0.1441 0.022 -0.079 -0.011 0.45
C 2.6625 -1.0304 -0.5528 0.046 0.036 -0.046 0.70
C 2.1375 -1.8943 -1.6498 0.003 -0.016 -0.006 -1.24
C 3.9830 -0.8736 -0.1064 0.002 -0.011 -0.041 -1.68
C 3.9168 0.0647 0.9042 -0.019 0.036 -0.017 1.02
C 5.0225 0.6318 1.7311 -0.003 -0.007 0.010 -1.30
N 1.1493 2.4528 1.2287 -0.031 0.015 0.008 0.14
N 0.1668 2.0312 0.3925 -0.037 -0.052 0.038 0.71
C -0.3306 3.1009 -0.2113 -0.055 0.028 0.001 0.66
C -1.4209 3.0041 -1.2244 0.006 -0.030 -0.029 -1.09
C 0.3316 4.2480 0.2502 0.042 0.005 -0.029 -1.81
C 1.2662 3.7934 1.1586 -0.033 0.008 -0.012 1.04
C 2.2638 4.5718 1.9503 -0.006 -0.006 0.007 -1.33
H -1.8776 -1.8013 4.7971 0.007 0.007 0.001 0.38
H -1.3420 -2.4092 3.2224 -0.002 0.000 -0.003 0.08
H -2.4512 -1.0458 3.3024 0.007 0.000 0.000 0.19
H 0.1996 -0.4498 5.9616 -0.007 -0.008 -0.014 0.47
H 2.3360 1.1654 6.2051 -0.010 -0.008 -0.002 0.35
H 2.3631 2.4378 4.9809 0.000 -0.006 -0.004 0.23
H 3.4047 1.0303 4.8067 -0.005 0.005 -0.005 0.18
H 2.8775 2.0262 2.5957 -0.012 0.016 -0.039 -0.11
H 1.0667 -1.7342 -1.7771 0.022 0.018 0.000 0.05
H 2.3015 -2.9534 -1.4375 -0.015 0.012 0.000 0.23
H 2.6299 -1.6644 -2.5960 0.019 0.000 0.010 0.43
H 4.8697 -1.3599 -0.4786 -0.019 -0.010 0.001 0.46
H 5.9672 0.1832 1.4288 -0.004 0.000 -0.004 0.36
H 4.8744 0.4306 2.7928 -0.012 0.000 -0.004 0.19
H 5.0993 1.7123 1.6077 -0.003 0.001 0.002 0.23
H -1.4743 1.9995 -1.6469 -0.002 0.001 0.010 -0.11
H -1.2394 3.6966 -2.0462 -0.009 0.019 0.010 0.45
H -2.3958 3.2363 -0.7919 0.008 -0.012 0.015 0.27
H 0.1605 5.2696 -0.0468 0.003 -0.014 -0.008 0.47
H 2.1359 5.6338 1.7491 -0.002 0.000 -0.005 0.34
H 3.2859 4.2936 1.6907 -0.002 -0.004 0.001 0.25
H 2.1391 4.4091 3.0213 0.000 -0.004 -0.002 0.23
C -2.3904 -3.1091 -2.4442 -0.061 -0.028 0.043 -1.46
C -1.5708 -2.6906 -1.2478 -0.008 0.081 -0.031 0.84
N -1.8061 -1.5037 -0.6661 0.157 -0.074 0.125 0.91
N -2.8557 -0.8493 -1.1545 -0.241 0.104 0.014 -0.83
C -3.3143 0.1663 -0.4193 0.197 -0.079 -0.194 0.42
S -2.7189 0.6938 1.0585 -0.037 -0.067 -0.042 -0.33
S -4.6993 1.0164 -1.0799 -0.016 0.011 0.096 -0.07
C -4.6978 0.5113 -2.8253 -0.016 0.044 -0.105 -1.15
C -3.6312 1.2085 -3.6292 -0.003 0.002 0.034 0.52
C -2.4857 0.5396 -4.0458 0.006 0.033 -0.032 0.11
C -1.4967 1.2051 -4.7606 -0.032 -0.007 0.019 -0.71
C -1.6464 2.5476 -5.0716 -0.009 -0.003 0.011 -0.41
C -2.7902 3.2228 -4.6636 0.003 -0.008 0.007 -0.69
C -3.7703 2.5584 -3.9445 0.012 -0.011 -0.011 -0.26
C -0.6270 -3.6043 -0.7147 -0.023 -0.047 0.018 0.27
C -0.4561 -4.8747 -1.3484 -0.032 -0.007 -0.003 -1.09
C 0.3294 -5.8564 -0.8341 0.039 0.004 0.050 -0.85
C 1.0155 -5.6537 0.3990 -0.034 -0.002 -0.058 -0.42
C 0.9069 -4.4727 1.0445 0.012 0.000 0.011 -0.72
C 0.1286 -3.3775 0.5091 0.052 0.068 -0.028 0.43
O 0.1764 -2.2916 1.1289 -0.170 -0.076 0.020 0.09
H -2.9561 -2.2745 -2.8343 -0.002 -0.002 0.021 0.02
H -3.1014 -3.8883 -2.1600 0.025 -0.012 -0.014 0.42
H -1.7551 -3.5078 -3.2325 0.037 0.014 0.008 0.38
H -5.6906 0.7982 -3.1767 0.010 0.014 0.012 0.55
H -4.6202 -0.5702 -2.8876 0.029 -0.018 0.023 0.26
H -2.3614 -0.5065 -3.8023 0.002 0.001 -0.004 0.31
H -0.6081 0.6710 -5.0725 -0.003 0.001 0.000 0.42
H -0.8768 3.0670 -5.6279 -0.003 0.000 0.000 0.40
H -2.9166 4.2709 -4.9037 0.003 -0.002 0.002 0.39
H -4.6531 3.0945 -3.6141 -0.002 -0.005 -0.005 0.39
H -0.9799 -5.0784 -2.2690 -0.007 0.002 -0.008 0.36
H 0.4261 -6.7992 -1.3549 -0.004 -0.003 0.000 0.42
H 1.6255 -6.4484 0.8096 0.001 0.001 0.002 0.43
H 1.4201 -4.2644 1.9738 0.019 -0.020 -0.003 0.47
```
Positions in Å, forces in eV/Å.